1:
{
  "formula": "C8H32O8",
  "method": "wB97M-V/def2-TZVPD",
  "smiles": "CO.CO.CO.CO.CO.CO.CO.CO",
  "species": ["C", "O", "H", "H", "H", "H", "C", "O", "H", "H", "H", "H", "C", "O", "H", "H", "H", "H", "C", "O", "H", "H", "H", "H", "C", "O", "H", "H", "H", "H", "C", "O", "H", "H", "H", "H", "C", "O", "H", "H", "H", "H", "C", "O", "H", "H", "H", "H"],
  "xyz": [[16.466, 18.596, 23.067], [17.701, 18.874, 23.578], [16.335, 19.121, 22.121], [16.288, 17.562, 22.771], [15.679, 19.028, 23.684], [18.361, 18.546, 22.963], [10.230, 14.517, 11.953], [9.344, 15.565, 11.891], [10.211, 13.813, 11.121], [11.271, 14.838, 11.979], [10.044, 14.054, 12.922], [8.463, 15.223, 12.060], [13.433, 9.404, 14.992], [13.854, 10.006, 13.769], [13.885, 8.415, 15.058], [13.753, 10.088, 15.777], [12.353, 9.275, 15.066], [13.450, 9.577, 13.011], [9.812, 13.270, 21.614], [9.265, 13.690, 22.932], [8.983, 12.985, 20.966], [10.339, 14.125, 21.191], [10.450, 12.386, 21.625], [9.716, 13.217, 23.635], [6.404, 18.950, 17.610], [6.936, 20.035, 18.410], [7.141, 18.156, 17.494], [5.593, 18.497, 18.180], [6.003, 19.194, 16.626], [7.134, 19.694, 19.285], [18.708, 14.082, 13.835], [17.324, 14.141, 14.117], [19.115, 15.093, 13.801], [19.286, 13.535, 14.580], [18.833, 13.641, 12.846], [16.919, 13.392, 13.674], [13.158, 17.540, 17.227], [13.997, 16.557, 17.820], [13.754, 18.247, 16.650], [12.548, 17.110, 16.432], [12.572, 18.143, 17.920], [14.444, 16.134, 17.084], [13.903, 24.737, 18.888], [13.936, 26.090, 18.503], [13.084, 24.405, 19.526], [13.916, 24.184, 17.948], [14.824, 24.513, 19.426], [13.267, 26.203, 17.824]],
  "nbo_charge": [-0.242, -0.709, 0.147, 0.158, 0.181, 0.464, -0.243, -0.713, 0.156, 0.178, 0.158, 0.464, -0.246, -0.731, 0.164, 0.187, 0.162, 0.465, -0.259, -0.737, 0.176, 0.179, 0.173, 0.467, -0.252, -0.727, 0.162, 0.162, 0.189, 0.466, -0.246, -0.723, 0.176, 0.162, 0.163, 0.467, -0.253, -0.718, 0.157, 0.161, 0.187, 0.467, -0.247, -0.716, 0.161, 0.160, 0.179, 0.462]
}

---

2:
{
  "formula": "C8H32O8",
  "method": "wB97M-V/def2-TZVPD",
  "smiles": "CO.CO.CO.CO.CO.CO.CO.CO",
  "species": ["C", "O", "H", "H", "H", "H", "C", "O", "H", "H", "H", "H", "C", "O", "H", "H", "H", "H", "C", "O", "H", "H", "H", "H", "C", "O", "H", "H", "H", "H", "C", "O", "H", "H", "H", "H", "C", "O", "H", "H", "H", "H", "C", "O", "H", "H", "H", "H"],
  "xyz": [[0.467, 2.360, -1.730], [-0.727, 2.933, -1.187], [0.993, 1.782, -1.014], [1.155, 3.062, -2.067], [0.081, 1.790, -2.512], [-1.080, 3.475, -1.868], [-0.047, -1.441, -1.902], [-0.768, -0.858, -3.003], [-0.583, -2.356, -1.584], [-0.159, -0.652, -1.171], [0.980, -1.466, -2.006], [-1.621, -0.664, -2.630], [-3.961, 0.072, -1.946], [-2.851, 0.644, -1.317], [-4.837, 0.066, -1.264], [-3.703, -0.850, -2.416], [-4.266, 0.727, -2.757], [-2.505, 1.466, -1.759], [1.205, -2.464, 1.512], [1.773, -3.079, 0.325], [0.196, -2.761, 1.670], [1.127, -1.316, 1.190], [1.933, -2.680, 2.345], [2.481, -2.488, 0.024], [-2.996, -2.861, -0.334], [-1.914, -3.426, 0.352], [-3.717, -3.657, -0.499], [-2.770, -2.399, -1.272], [-3.430, -2.127, 0.307], [-1.799, -4.340, 0.087], [-1.107, 0.207, 1.432], [-0.207, 1.231, 1.030], [-0.606, -0.388, 2.211], [-1.401, -0.466, 0.660], [-1.971, 0.646, 1.835], [-0.522, 1.828, 0.353], [2.393, 3.539, 0.960], [3.315, 3.191, -0.026], [1.378, 3.725, 0.494], [2.664, 4.360, 1.612], [2.262, 2.723, 1.694], [4.106, 2.877, 0.445], [3.812, -0.142, 2.667], [2.503, 0.177, 2.977], [4.460, 0.163, 3.507], [4.267, 0.380, 1.809], [3.947, -1.142, 2.495], [2.046, 0.597, 2.273]],
  "nbo_charge": [-0.268, -0.760, 0.204, 0.176, 0.181, 0.475, -0.256, -0.746, 0.182, 0.168, 0.182, 0.464, -0.250, -0.755, 0.182, 0.164, 0.169, 0.491, -0.254, -0.745, 0.202, 0.161, 0.174, 0.459, -0.238, -0.727, 0.164, 0.151, 0.180, 0.473, -0.239, -0.776, 0.178, 0.172, 0.164, 0.496, -0.251, -0.720, 0.185, 0.162, 0.158, 0.466, -0.237, -0.725, 0.169, 0.151, 0.159, 0.484]
}

---

Computed relative energies in units of hartree: 1 0.0038; 2 0.0000

---

1:
{
  "formula": "C2H8NO2",
  "method": "wB97M-V/def2-TZVPD",
  "total_charge": 1,
  "species": ["O", "C", "C", "N", "H", "H", "H", "H", "H", "H", "H", "H", "O"],
  "xyz": [[0.129, 0.535, -1.755], [1.115, 0.679, -1.092], [1.362, -0.220, 0.212], [0.092, -1.038, 0.294], [1.819, 1.558, -1.147], [2.313, -0.713, 0.125], [1.330, 0.514, 0.952], [0.274, -2.008, 0.713], [-0.670, -0.517, 0.714], [-0.067, -1.150, -0.707], [-2.313, 0.633, 2.420], [-2.778, 0.484, 0.997], [-2.055, 0.178, 1.650]],
  "nbo_charge": [-0.490, 0.434, -0.336, -0.699, 0.169, 0.262, 0.242, 0.457, 0.481, 0.449, 0.502, 0.503, -0.974]
}

---

2:
{
  "formula": "C2H8NO2",
  "method": "wB97M-V/def2-TZVPD",
  "total_charge": 1,
  "species": ["O", "C", "C", "N", "H", "H", "H", "H", "H", "H", "H", "H", "O"],
  "xyz": [[1.694, 0.352, -0.043], [0.487, 0.289, -0.474], [-0.662, 0.079, 0.499], [-1.860, -0.336, 0.009], [0.116, -0.818, 0.000], [-2.330, 3.071, -0.462], [-1.698, 2.803, -0.194], [-0.287, 0.286, 1.535], [-2.251, -1.072, 0.616], [0.135, 0.609, -1.439], [2.776, -2.419, -0.152], [1.950, -0.860, 0.084], [1.930, -1.985, 0.020]],
  "nbo_charge": [-0.350, 0.183, -0.122, -0.254, 0.496, 0.061, -0.060, 0.282, 0.412, 0.257, 0.516, 0.444, -0.866]
}

---

3:
{
  "formula": "C2H8NO2",
  "method": "wB97M-V/def2-TZVPD",
  "total_charge": 1,
  "species": ["O", "C", "C", "N", "H", "H", "H", "H", "H", "H", "H", "H", "O"],
  "xyz": [[-0.218, 0.256, -2.172], [0.858, 0.654, -1.681], [1.192, 0.392, -0.219], [0.313, -0.766, 0.222], [1.759, 1.018, -2.333], [2.279, 0.089, -0.028], [0.990, 1.115, 0.568], [0.406, -1.599, -0.389], [0.563, -0.941, 1.184], [-0.729, -0.359, 0.272], [-2.902, 0.089, 0.864], [-2.372, -0.029, 2.327], [-2.139, 0.082, 1.386]],
  "nbo_charge": [-0.477, 0.395, -0.338, -0.706, 0.182, 0.253, 0.262, 0.453, 0.436, 0.504, 0.500, 0.514, -0.976]
}

---

Computed relative energies in units of hartree: 1 0.0000; 2 0.3356; 3 0.0063

---

1:
{
  "formula": "C30H36N4O8RuS2",
  "method": "wB97M-V/def2-TZVPD",
  "spin_multiplicity": 2,
  "total_charge": -1,
  "s2": 0.783,
  "species": ["Ru", "C", "O", "C", "C", "O", "C", "C", "O", "C", "H", "H", "H", "H", "H", "H", "H", "H", "H", "H", "H", "H", "H", "H", "O", "N", "C", "C", "C", "C", "C", "C", "S", "O", "O", "N", "C", "S", "C", "C", "N", "H", "H", "H", "H", "H", "H", "H", "H", "C", "C", "C", "C", "C", "C", "N", "C", "C", "C", "C", "C", "C", "C", "O", "O", "C", "C", "H", "H", "H", "H", "H", "H", "H", "H", "H", "H", "H", "H", "H", "H"],
  "xyz": [[-1.023, 0.104, -3.684], [-1.525, 3.059, -5.317], [-1.869, 2.404, -4.116], [-1.596, 3.156, -2.935], [-0.117, 3.261, -2.645], [0.314, 1.951, -2.389], [1.715, 1.717, -2.424], [2.128, 1.434, -3.844], [1.448, 0.260, -4.237], [1.641, -0.067, -5.596], [-1.975, 4.057, -5.349], [-1.924, 2.453, -6.128], [-0.442, 3.150, -5.448], [-2.072, 2.602, -2.126], [-2.041, 4.156, -3.013], [0.039, 3.900, -1.766], [0.429, 3.709, -3.486], [1.883, 0.835, -1.807], [2.265, 2.568, -2.008], [3.213, 1.287, -3.914], [1.846, 2.263, -4.513], [2.706, -0.039, -5.846], [1.092, 0.624, -6.247], [1.261, -1.076, -5.742], [-2.478, -0.354, -4.422], [0.114, -3.291, 4.089], [0.641, -2.989, 2.826], [1.759, -2.168, 2.708], [2.308, -1.900, 1.463], [1.752, -2.463, 0.327], [0.634, -3.278, 0.432], [0.081, -3.540, 1.671], [2.466, -2.170, -1.264], [2.982, -3.445, -1.733], [3.418, -1.093, -1.101], [1.256, -1.653, -2.139], [0.605, -2.393, -3.015], [0.930, -4.072, -3.474], [-0.425, -4.037, -4.556], [-1.012, -2.829, -4.537], [-0.438, -1.907, -3.691], [0.262, -2.554, 4.764], [-0.866, -3.532, 4.059], [2.190, -1.731, 3.602], [3.164, -1.248, 1.357], [0.188, -3.700, -0.461], [-0.798, -4.170, 1.751], [-0.719, -4.903, -5.124], [-1.888, -2.520, -5.085], [2.681, 1.472, 6.013], [1.365, 0.869, 5.596], [0.660, 0.071, 6.495], [-0.547, -0.497, 6.119], [-1.051, -0.294, 4.846], [-0.364, 0.512, 3.932], [-0.793, 0.720, 2.628], [-2.058, 0.493, 2.107], [-3.199, 0.602, 2.914], [-4.465, 0.407, 2.393], [-4.634, 0.116, 1.047], [-3.516, 0.062, 0.231], [-2.227, 0.253, 0.718], [-1.092, 0.268, -0.319], [0.097, 0.358, 0.047], [-1.493, 0.197, -1.509], [0.848, 1.116, 4.322], [1.583, 2.009, 3.359], [2.984, 1.096, 6.990], [2.621, 2.561, 6.076], [3.472, 1.238, 5.298], [1.064, -0.105, 7.485], [-1.091, -1.126, 6.815], [-1.963, -0.787, 4.542], [-0.086, 0.655, 1.872], [-3.087, 0.866, 3.957], [-5.325, 0.495, 3.047], [-5.622, -0.047, 0.636], [-3.611, -0.129, -0.830], [0.899, 2.431, 2.625], [2.345, 1.459, 2.801], [2.080, 2.828, 3.880]],
  "lowdin_spin": [0.729, -0.002, 0.001, 0.000, 0.001, 0.020, 0.001, 0.002, 0.014, -0.001, 0.000, -0.001, 0.000, 0.000, 0.000, 0.000, 0.000, 0.000, 0.001, 0.001, 0.000, 0.000, -0.001, 0.000, 0.230, 0.000, 0.000, 0.000, 0.000, 0.000, 0.000, 0.000, 0.000, 0.000, 0.000, 0.002, 0.004, 0.001, 0.001, 0.002, -0.003, 0.000, 0.000, 0.000, 0.000, 0.000, 0.000, 0.000, 0.002, 0.000, 0.000, 0.000, 0.000, 0.000, 0.000, 0.000, 0.000, 0.000, 0.000, 0.000, 0.000, 0.000, 0.000, 0.000, -0.003, 0.000, 0.000, 0.000, 0.000, 0.000, 0.000, 0.000, 0.000, 0.000, 0.000, 0.000, 0.000, 0.000, 0.000, 0.000, 0.000]
}

---

2:
{
  "formula": "C30H36N4O8RuS2",
  "method": "wB97M-V/def2-TZVPD",
  "spin_multiplicity": 2,
  "total_charge": -1,
  "s2": 0.755,
  "species": ["Ru", "C", "O", "C", "C", "O", "C", "C", "O", "C", "H", "H", "H", "H", "H", "H", "H", "H", "H", "H", "H", "H", "H", "H", "O", "N", "C", "C", "C", "C", "C", "C", "S", "O", "O", "N", "C", "S", "C", "C", "N", "H", "H", "H", "H", "H", "H", "H", "H", "C", "C", "C", "C", "C", "C", "N", "C", "C", "C", "C", "C", "C", "C", "O", "O", "C", "C", "H", "H", "H", "H", "H", "H", "H", "H", "H", "H", "H", "H", "H", "H"],
  "xyz": [[3.304, -1.045, -0.779], [5.467, -0.331, 0.737], [4.153, -0.733, 1.087], [4.070, -2.071, 1.593], [4.265, -3.129, 0.505], [3.240, -2.960, -0.469], [3.578, -3.472, -1.754], [2.734, -2.737, -2.798], [2.968, -1.323, -2.806], [4.224, -0.951, -3.349], [6.156, -0.480, 1.574], [5.445, 0.734, 0.492], [5.820, -0.873, -0.145], [3.065, -2.173, 2.017], [4.791, -2.206, 2.406], [4.181, -4.134, 0.931], [5.256, -3.022, 0.053], [3.359, -4.544, -1.773], [4.642, -3.329, -1.965], [1.673, -2.868, -2.559], [2.904, -3.147, -3.800], [4.360, -1.380, -4.347], [5.041, -1.257, -2.691], [4.250, 0.139, -3.435], [4.961, -1.178, -1.263], [-3.267, 3.960, 2.039], [-2.482, 3.411, 1.014], [-3.077, 2.639, 0.011], [-2.327, 2.181, -1.077], [-0.980, 2.537, -1.187], [-0.391, 3.359, -0.226], [-1.151, 3.811, 0.856], [-0.013, 1.960, -2.586], [0.278, 3.150, -3.365], [-0.825, 0.919, -3.202], [1.266, 1.256, -1.913], [2.430, 1.771, -1.729], [3.028, 3.387, -2.140], [4.563, 3.025, -1.452], [4.504, 1.772, -0.993], [3.372, 1.034, -1.115], [-4.066, 3.381, 2.277], [-2.720, 4.214, 2.856], [-4.130, 2.380, 0.070], [-2.799, 1.561, -1.835], [0.650, 3.658, -0.316], [-0.685, 4.474, 1.581], [5.403, 3.699, -1.414], [5.393, 1.362, -0.521], [-7.238, 0.729, -0.622], [-6.109, 0.677, 0.371], [-6.219, 1.411, 1.560], [-5.188, 1.406, 2.493], [-4.037, 0.659, 2.252], [-3.903, -0.113, 1.089], [-2.719, -0.845, 0.825], [-1.731, -1.325, 1.725], [-2.114, -1.878, 2.962], [-1.170, -2.397, 3.850], [0.176, -2.389, 3.507], [0.572, -1.872, 2.273], [-0.364, -1.343, 1.359], [0.131, -0.805, 0.026], [-0.740, -0.302, -0.759], [1.377, -0.890, -0.216], [-4.949, -0.103, 0.135], [-4.806, -0.879, -1.154], [-7.987, 1.477, -0.340], [-7.741, -0.242, -0.675], [-6.865, 1.004, -1.614], [-7.106, 2.008, 1.759], [-5.266, 1.997, 3.400], [-3.221, 0.704, 2.968], [-2.231, -0.462, -0.013], [-3.167, -1.921, 3.225], [-1.492, -2.815, 4.798], [0.920, -2.792, 4.186], [1.627, -1.879, 2.002], [-4.072, -1.687, -1.079], [-4.499, -0.205, -1.959], [-5.750, -1.360, -1.427]],
  "lowdin_spin": [0.482, 0.036, 0.005, 0.002, -0.002, -0.002, -0.002, 0.001, 0.007, 0.042, 0.002, 0.001, 0.012, 0.000, 0.000, 0.000, -0.001, 0.000, -0.001, 0.000, 0.000, 0.003, 0.014, 0.001, 0.362, 0.000, 0.000, 0.000, 0.000, 0.000, 0.000, 0.000, 0.000, 0.000, 0.000, 0.000, 0.000, 0.000, -0.001, -0.001, -0.003, 0.000, 0.000, 0.000, 0.000, 0.000, 0.000, 0.000, 0.000, 0.000, 0.000, 0.000, 0.000, 0.000, 0.000, 0.000, 0.000, 0.000, 0.000, 0.000, 0.000, 0.001, 0.003, 0.003, 0.037, 0.000, 0.000, 0.000, 0.000, 0.000, 0.000, 0.000, 0.000, 0.000, 0.000, 0.000, 0.000, 0.000, 0.000, 0.000, 0.000]
}

---

Computed relative energies in units of hartree: 1 0.0000; 2 0.1678